73
Properties=species:S:1:pos:R:3:forces:R:3 method="wB97M-V/def2-TZVPD" e_homo_ha="-0.2690 / -0.2697" s2=0.7544 e_above_lowest_ev=0.277 charge=0 spin_multiplicity=2 lumo_ev="0.10 / -0.93" homo_lumo_gap_ev="7.4182 / 6.4117"
Mg 1.345969 0.041166 0.241537 -0.1 -0.3 0.9
O 0.350052 0.214026 2.325200 -0.1 0.1 -0.2
C 1.257123 0.229676 3.408607 0.0 0.0 0.1
C 2.503558 1.009627 3.071809 0.0 0.0 0.2
C 3.290544 1.568562 4.072348 -0.1 0.0 -0.1
C 4.405066 2.301163 3.712395 0.0 0.0 -0.1
C 4.684916 2.460233 2.362402 0.0 0.0 0.0
C 3.848709 1.859715 1.442626 0.2 0.1 -0.1
N 2.785095 1.134223 1.779627 -0.2 -0.1 -0.1
H -0.053871 1.092455 2.238707 0.0 0.0 0.0
H 1.507525 -0.815479 3.609770 0.0 0.0 0.0
H 0.789683 0.645721 4.306180 0.0 0.0 0.0
H 3.007042 1.441548 5.108039 0.0 0.0 0.0
H 5.032051 2.756002 4.466956 0.0 0.0 0.0
H 5.522828 3.050024 2.022947 0.0 0.0 0.0
H 4.032694 1.981988 0.384080 0.0 0.0 0.0
C -5.957109 1.126532 1.201207 0.0 0.0 0.1
C -5.729215 0.827193 -0.132563 0.0 0.0 0.0
C -4.468835 0.428356 -0.552077 0.1 0.0 0.0
C -3.419651 0.332042 0.358343 -0.1 0.0 0.1
C -3.656722 0.651126 1.694650 0.0 0.0 0.0
C -4.918517 1.036374 2.117090 0.0 0.0 0.0
P -1.729099 -0.197595 -0.074524 0.2 0.1 -0.1
C -1.741506 0.004385 -1.889811 -0.1 0.0 0.0
C -1.629627 -1.053748 -2.784490 0.0 0.0 0.0
C -1.527168 -0.811303 -4.147777 0.0 0.0 -0.1
C -1.551190 0.488408 -4.630918 0.0 0.0 0.0
C -1.683551 1.550513 -3.744048 0.0 0.0 0.0
C -1.771442 1.310415 -2.383947 0.0 0.1 0.1
C -1.797035 -2.006880 0.128726 0.0 0.0 0.0
C -3.000061 -2.660369 0.206996 0.0 0.0 0.0
C -3.064061 -4.059066 0.357179 0.1 0.0 0.0
C -1.907283 -4.776430 0.423192 -0.1 0.1 0.0
C -0.645948 -4.134519 0.356422 0.0 -0.2 0.0
C 0.535010 -4.911906 0.450792 0.0 0.0 0.0
C 1.747342 -4.298342 0.403060 -0.1 0.0 0.0
C 1.816812 -2.893815 0.252786 0.2 0.0 0.0
C 0.720997 -2.062426 0.153895 0.1 0.0 -0.1
C -0.555219 -2.726018 0.208997 -0.2 0.3 0.1
H -6.941213 1.435723 1.527406 0.0 0.0 0.0
H -6.535607 0.901476 -0.850891 0.0 0.0 0.0
H -4.297615 0.189673 -1.593592 0.0 0.0 0.0
H -2.842751 0.595596 2.407764 0.0 0.0 0.0
H -5.087864 1.277076 3.158386 0.0 0.0 0.0
H -1.611085 -2.072217 -2.417421 0.0 0.0 0.0
H -1.431720 -1.644323 -4.832560 0.0 0.0 0.0
H -1.473006 0.674631 -5.693546 0.0 0.0 0.0
H -1.706500 2.568886 -4.109353 0.0 0.0 0.0
H -1.846351 2.145772 -1.694955 0.0 -0.1 -0.1
H -3.924246 -2.099886 0.151731 0.0 0.0 0.0
H -4.026509 -4.550266 0.414503 0.0 0.0 0.0
H -1.931060 -5.853650 0.535193 0.0 0.0 0.0
H 0.445295 -5.986009 0.562695 0.0 0.0 0.0
H 2.659213 -4.876685 0.482838 0.0 0.0 0.0
H 2.815921 -2.472908 0.216533 0.0 0.0 0.0
N 5.185229 0.102899 -1.788681 0.0 0.0 0.1
C 3.885732 0.048510 -1.452502 0.2 0.0 0.0
O 3.519214 -0.433074 -0.382787 -0.2 0.2 0.0
C 2.886730 0.642774 -2.407846 0.1 0.1 -0.2
C 1.560155 -0.006829 -2.263582 -0.2 0.1 -0.6
H 5.865870 -0.265141 -1.145094 0.0 0.0 0.0
H 5.483318 0.468369 -2.674422 0.0 0.0 0.0
H 3.240542 0.533410 -3.444783 0.1 0.1 0.1
H 2.829873 1.719114 -2.211806 0.0 0.0 0.0
H 1.473146 -1.065586 -2.460996 0.1 -0.1 0.1
H 0.685357 0.592022 -2.463564 -0.1 0.0 0.1
F 0.728362 1.932150 -0.157252 0.2 0.1 -0.1
As 0.375258 3.687736 0.278507 0.0 -0.2 -0.1
F 0.400380 4.010087 -1.419021 0.0 0.0 0.2
F -1.302107 3.284071 0.188476 0.2 0.1 0.1
F 0.066691 5.310396 0.716675 0.0 -0.1 0.0
F 0.383731 3.149904 1.944485 0.0 0.0 -0.1
F 2.091717 3.922757 0.353071 -0.2 -0.1 0.0